ORCA calculation (wB97M-V/def2-TZVPD) on a 10-piece molecular cluster, C28H61IN20O11 overall at a distorted geometry.

Its total energy is -3323.84212 hartree. Its LUMO energy is -0.2517 Ha. The HOMO energy is -12.5 eV. Its net charge is +2.

Last column: Mulliken charge in e.
Cartesian coordinates (Å):
I  -0.712  5.544  2.037  0.078
O  -3.429  -6.099  -1.594  -0.644
O  2.282  9.994  4.541  -0.637
O  5.829  0.936  -2.359  -0.637
O  2.426  -2.429  -2.789  -0.739
O  -7.219  4.364  -0.747  -0.580
O  4.430  -5.798  -3.351  -0.789
O  2.499  3.648  6.542  -0.640
O  1.039  6.279  4.317  -0.518
O  -5.168  1.534  -2.964  -0.411
O  6.542  -7.066  -0.813  -0.632
O  -4.795  -1.840  2.030  -0.621
N  8.253  -5.730  -0.157  -0.384
N  -8.564  5.965  -1.622  -0.352
N  3.188  5.543  7.585  -0.328
N  -3.066  -3.290  2.173  -0.314
N  -1.636  -7.484  -1.456  -0.378
N  5.267  -7.587  -4.442  -0.398
N  4.580  -3.088  -2.541  -0.210
N  -1.726  -2.050  -1.017  0.993
N  -8.050  5.974  0.620  -0.412
N  6.629  -4.941  -1.598  -0.218
N  3.880  -1.076  -1.683  -0.256
N  0.271  8.963  4.406  -0.250
N  -3.190  -7.411  0.240  -0.412
N  0.403  11.258  4.643  -0.380
N  3.986  -6.042  -5.565  -0.378
N  6.467  0.032  -4.342  -0.347
N  0.306  2.864  3.558  0.141
N  6.393  2.314  -4.068  -0.403
N  3.452  3.501  8.595  -0.431
N  -4.588  -3.113  3.896  -0.415
C  -0.951  2.422  3.587  -0.176
C  -3.090  0.316  -3.267  -0.821
C  3.560  -2.212  -2.364  0.620
C  7.104  -5.985  -0.852  0.507
C  -2.831  -2.030  -4.326  -1.126
C  1.067  10.070  4.531  0.641
C  -0.432  -1.922  -0.730  -0.836
C  0.510  5.337  3.803  0.162
C  -7.899  5.369  -0.594  0.586
C  4.553  -6.438  -4.394  0.606
C  -2.262  -0.320  0.523  -0.237
C  1.195  2.351  2.692  0.042
C  3.017  4.200  7.518  0.639
C  0.815  1.371  1.826  -1.213
C  -3.936  1.214  -2.369  -0.415
C  -2.610  -1.275  -0.391  -1.851
C  -3.765  -1.046  -3.588  -0.576
C  0.778  3.932  4.462  -0.687
C  6.206  1.084  -3.515  0.676
C  -2.792  -6.942  -0.977  0.710
C  -1.402  1.462  2.724  -0.642
C  -2.218  -3.070  -1.988  -1.056
C  -0.910  -0.153  0.836  1.618
C  -5.870  2.504  -2.195  -0.738
C  0.003  -0.988  0.175  -0.916
C  -1.789  -2.777  -3.441  -0.561
C  -4.193  -2.694  2.666  0.664
C  -0.508  0.899  1.809  1.164
H  8.627  -6.477  0.398  0.236
H  0.241  3.898  5.413  0.255
H  -7.576  5.561  1.400  0.205
H  1.518  0.921  1.132  0.418
H  -2.059  0.209  -2.890  0.388
H  -6.547  3.091  -2.820  0.276
H  3.875  3.926  9.399  0.168
H  1.860  3.890  4.604  0.380
H  4.799  -0.873  -1.333  0.177
H  3.451  -5.193  -5.554  0.218
H  -0.731  8.996  4.395  0.140
H  -2.767  -2.992  1.266  0.165
H  5.780  -5.099  -2.123  0.340
H  4.381  -3.950  -3.043  0.168
H  -0.595  11.341  4.637  0.160
H  -6.487  2.038  -1.410  0.315
H  -2.536  -3.991  2.658  0.193
H  0.326  -2.557  -1.198  0.600
H  -4.041  -7.037  0.620  0.227
H  -2.687  -8.104  0.762  0.167
H  -1.316  -7.164  -2.352  0.212
H  6.700  2.459  -5.011  0.165
H  0.740  8.074  4.321  0.279
H  6.776  0.134  -5.290  0.176
H  -1.719  -4.005  -1.690  0.361
H  -3.379  2.165  -2.224  0.370
H  5.388  -8.133  -5.274  0.161
H  -3.043  0.280  0.980  0.089
H  2.876  6.090  6.801  0.181
H  -5.198  3.209  -1.683  0.329
H  -2.436  1.126  2.751  0.534
H  8.732  -4.850  -0.176  0.156
H  -8.478  5.546  -2.530  0.207
H  3.150  -0.406  -1.543  0.155
H  6.337  -0.890  -3.969  0.163
H  -3.668  -1.400  -0.613  0.681
H  -8.604  6.797  0.767  0.166
H  2.216  2.726  2.712  0.504
H  -1.101  -8.177  -0.968  0.165
H  -3.287  -3.262  -1.862  0.567
H  -9.128  6.788  -1.519  0.176
H  -5.415  -2.691  4.281  0.251
H  0.960  12.087  4.737  0.240
H  -4.127  0.801  -1.356  0.189
H  5.506  -2.927  -2.202  0.182
H  3.339  2.504  8.574  0.216
H  -3.003  0.844  -4.230  0.541
H  -2.265  -1.439  -5.061  0.326
H  6.210  3.111  -3.487  0.219
H  3.606  6.012  8.367  0.179
H  1.066  -0.886  0.380  0.582
H  -1.633  -3.761  -3.907  0.462
H  -4.106  -3.812  4.429  0.157
H  7.080  -4.048  -1.644  0.094
H  -4.571  -0.798  -4.296  0.492
H  -0.812  -2.273  -3.478  0.398
H  5.695  -7.897  -3.584  0.247
H  4.075  -6.550  -6.425  0.167
H  -3.457  -2.740  -4.880  0.392
H  -4.272  -1.485  -2.716  0.393
H  -1.596  2.894  4.326  0.398